Record 1
C19H20N2O4 | ωB97M-V/def2-TZVPD

Geometry as XYZ:
```
45
Properties=species:S:1:pos:R:3:forces:R:3:nbo_charge:R:1
C 5.73588 4.23334 -1.94751 0.114 0.241 -0.209 -0.25
H 5.23938 5.18651 -2.13915 0.073 -0.059 0.030 0.19
H 6.30280 4.27637 -1.02121 -0.029 -0.010 -0.039 0.19
H 6.39265 4.00361 -2.78886 -0.028 0.040 0.082 0.19
O 4.77629 3.20137 -1.77226 -0.332 -0.352 0.038 -0.52
C 3.93572 3.01764 -2.82100 0.176 0.154 0.021 0.88
O 3.96094 3.65052 -3.83651 0.033 0.103 -0.170 -0.60
N 3.06408 2.01122 -2.49994 -0.044 -0.492 1.050 -0.48
N 2.16698 1.56618 -3.39395 0.027 0.335 -0.728 -0.18
C 1.35905 0.62448 -3.12442 0.041 0.043 -0.061 0.03
C 1.18892 -0.13897 -1.88352 0.094 -0.151 0.466 -0.11
C 0.96824 -1.51479 -1.95657 0.039 0.164 -0.050 -0.20
C 0.82706 -2.25322 -0.80359 0.001 -0.024 0.196 -0.27
C 0.87039 -1.66717 0.46085 -0.012 0.131 0.036 0.28
C 1.06281 -0.27818 0.54872 -0.019 -0.097 -0.002 0.26
C 1.22612 0.45406 -0.62800 -0.106 -0.147 -0.031 -0.24
H 1.31850 1.52415 -0.51714 0.040 0.113 0.010 0.23
O 1.14245 0.47807 1.67408 0.122 -0.050 -0.411 -0.49
C 0.77058 -0.04257 2.93155 -0.076 -0.093 0.510 -0.24
H 0.87975 0.79081 3.62531 -0.033 -0.057 -0.033 0.19
H 1.42009 -0.86483 3.23747 -0.094 0.123 0.002 0.19
H -0.26952 -0.37856 2.92887 0.081 0.014 0.008 0.18
O 0.78448 -2.43653 1.59961 0.469 0.164 -0.174 -0.53
C -0.32795 -3.32564 1.70643 -0.329 -0.078 -0.087 -0.10
C -1.60023 -2.55955 1.93011 0.095 -0.073 -0.176 -0.23
C -2.26984 -1.98344 0.93318 0.273 -0.315 0.157 -0.19
C -3.44484 -1.13211 1.06006 -0.394 0.313 -0.009 0.01
C -3.79141 -0.30321 -0.00815 0.092 -0.127 0.118 -0.21
C -4.88665 0.53500 0.07203 -0.110 0.093 -0.025 -0.21
C -5.66522 0.55257 1.21743 -0.026 0.054 -0.048 -0.21
C -5.33939 -0.27349 2.28104 -0.028 0.015 0.090 -0.21
C -4.24008 -1.10680 2.20613 0.075 -0.023 -0.087 -0.21
H -4.00656 -1.75615 3.03632 0.016 -0.075 0.080 0.21
H -5.94834 -0.26878 3.17339 -0.045 -0.007 0.063 0.21
H -6.52458 1.20342 1.27995 -0.068 0.048 0.002 0.21
H -5.13655 1.17425 -0.76197 -0.017 0.049 -0.061 0.22
H -3.18411 -0.31255 -0.90256 0.062 -0.021 -0.081 0.21
H -1.91171 -2.11372 -0.08170 0.066 -0.073 -0.073 0.21
H -1.89758 -2.41940 2.95914 -0.111 0.102 0.123 0.20
H -0.40988 -3.95611 0.81405 0.068 0.034 0.129 0.18
H -0.08923 -3.95511 2.56580 -0.047 0.000 -0.170 0.20
H 0.68992 -3.32200 -0.87587 0.003 -0.084 0.025 0.22
H 0.93383 -2.00295 -2.91862 -0.011 -0.061 -0.104 0.22
H 0.74224 0.32755 -3.96301 -0.091 -0.007 -0.088 0.19
H 3.18457 1.55469 -1.59599 -0.009 0.142 -0.318 0.39
```
Positions in Å, forces in eV/Å.

Computed properties:
Charge: 0
Gap between HOMO and LUMO in eV: 8.759
Energy in hartree: -1146.41957
Energy above the lowest of the compared OMol25 structures with the same formula, charge and spin in eV: 4.512
SMILES: COC(=O)N/N=C\c1ccc(OC/C=C/c2ccccc2)c(OC)c1

Record 2
C19H20N4O2S2 | ωB97M-V/def2-TZVPD

Geometry as XYZ:
```
47
Properties=species:S:1:pos:R:3:forces:R:3:nbo_charge:R:1
O -2.52043 2.75543 0.51782 0.085 -0.250 0.144 -0.95
S -1.10039 2.88662 0.35211 0.132 -0.202 0.387 2.33
O -0.60575 3.94819 -0.47474 0.262 -0.191 0.155 -0.92
N -0.46010 1.40579 -0.09363 -0.419 0.989 0.364 -0.68
C 0.67596 1.46930 -0.99212 0.485 0.347 -0.528 -0.26
H 1.27368 2.33098 -0.69624 0.158 -0.225 -0.176 0.26
C 0.21658 1.62184 -2.45078 0.072 0.033 0.155 -0.24
N -0.77648 0.65460 -2.86537 -0.004 -0.024 -0.187 -0.44
C -1.87290 0.58463 -1.92405 0.029 -0.065 0.208 -0.24
C -1.42072 0.38730 -0.46972 -0.665 -0.313 -0.110 -0.25
H -2.27298 0.47991 0.20202 -0.023 -0.241 -0.056 0.23
H -0.94775 -0.58997 -0.33282 -0.044 0.162 0.055 0.21
H -2.54740 -0.22045 -2.22029 -0.070 0.020 -0.003 0.20
H -2.41304 1.53736 -1.97362 -0.107 -0.095 0.005 0.21
C -0.30556 -0.61177 -3.39928 -0.088 0.097 -0.054 -0.25
C 0.27780 -1.58014 -2.41133 -0.200 -0.247 -0.111 -0.18
C -0.32844 -2.70588 -2.03909 0.126 0.373 -0.325 -0.20
C 0.16410 -3.67305 -1.06734 0.117 -0.360 0.327 -0.10
C 1.15804 -3.36845 -0.13621 -0.089 0.020 -0.075 -0.14
C 1.59669 -4.31899 0.76502 0.088 -0.003 0.052 -0.22
C 1.05444 -5.59379 0.75776 -0.005 -0.077 0.024 -0.21
C 0.06062 -5.90882 -0.15403 0.022 -0.118 0.082 -0.21
C -0.38313 -4.95731 -1.05156 0.036 0.181 -0.046 -0.18
H -1.15926 -5.20860 -1.76083 -0.078 -0.005 -0.068 0.21
H -0.37114 -6.89909 -0.16245 -0.032 -0.070 -0.003 0.21
H 1.40100 -6.33521 1.46225 0.021 -0.055 0.057 0.21
H 2.36524 -4.06453 1.48066 0.049 0.024 0.051 0.21
H 1.58183 -2.37559 -0.10615 0.031 0.112 -0.001 0.20
H -1.27243 -2.96647 -2.50429 -0.124 0.045 -0.102 0.20
H 1.24104 -1.31208 -2.00071 0.155 -0.046 0.136 0.19
H 0.44421 -0.37276 -4.16091 -0.078 -0.057 -0.022 0.20
H -1.16043 -1.07798 -3.90033 0.102 -0.063 -0.032 0.20
H 1.07547 1.56428 -3.12196 0.013 0.049 -0.019 0.20
H -0.23652 2.61522 -2.54281 0.153 -0.018 -0.032 0.22
H 1.26123 0.55667 -0.84562 -0.006 0.080 0.040 0.19
C -0.39557 3.06191 1.99133 -1.003 -0.033 -0.349 -0.32
C -1.20682 3.01539 3.09019 -0.032 -0.022 -0.828 -0.16
C -0.69733 3.16758 4.39531 0.633 0.126 0.469 -0.20
C 0.63603 3.37734 4.62108 -0.549 -0.057 0.350 -0.20
C 1.49720 3.42828 3.51236 0.251 -0.060 -1.047 0.17
N 2.81801 3.61513 3.51288 0.522 0.130 0.477 -0.63
S 3.34197 3.58670 1.99795 -1.102 -0.156 0.455 0.99
N 1.94108 3.32942 1.25597 0.169 0.048 -0.591 -0.63
C 0.97888 3.26192 2.17481 1.178 0.234 0.540 0.07
H 1.03963 3.50559 5.61248 -0.002 0.000 0.123 0.23
H -1.38297 3.12469 5.22757 -0.044 -0.001 0.073 0.23
H -2.26320 2.86887 2.92875 -0.128 -0.016 0.033 0.25
```
Positions in Å, forces in eV/Å.

Computed properties:
Charge: 0
Gap between HOMO and LUMO in eV: 6.912
Energy in hartree: -1901.85205
Energy above the lowest of the compared OMol25 structures with the same formula, charge and spin in eV: 2.835

Record 3
C19H21BMoNO | ωB97M-V/def2-TZVPD

Geometry as XYZ:
```
44
Properties=species:S:1:pos:R:3:forces:R:3:lowdin_spin:R:1
C 2.34314 -0.19004 1.33453 -0.027 0.757 -0.814 0.01
C 2.40080 -0.73035 -0.00224 0.097 0.869 0.100 0.04
C 1.84687 0.24693 -0.89523 0.323 0.308 0.621 0.01
H 2.82554 -1.68643 -0.29179 -0.101 0.213 0.121 0.01
C 1.37445 1.35006 -0.09857 0.818 0.179 0.042 0.01
C 1.67233 1.07487 1.27702 0.797 -0.391 -0.356 0.02
H 1.46343 1.72523 2.12282 0.015 -0.199 -0.238 0.01
H 2.82845 -0.61042 2.20880 -0.579 -0.213 -0.057 0.00
H 1.85247 0.18369 -1.97762 -0.284 -0.078 0.271 0.00
H 0.89616 2.25046 -0.46480 0.054 -0.266 -0.077 0.00
C -1.71941 -0.81223 -0.99944 -0.297 0.248 0.819 0.03
C -2.11921 -1.52111 0.18048 0.338 1.055 -0.483 0.00
C -2.20043 -0.58339 1.26360 0.446 0.857 -0.765 0.01
H -2.42564 -2.56247 0.22555 0.448 0.152 0.065 0.00
C -1.83316 0.71248 0.76332 -0.526 -0.665 -0.428 0.00
C -1.55477 0.57414 -0.64504 -0.440 -0.329 0.134 0.00
H -1.40644 1.38872 -1.34559 0.223 -0.151 0.163 0.00
H -1.67396 -1.22590 -2.00447 0.190 0.097 0.323 0.01
H -2.59197 -0.77953 2.25901 0.493 -0.096 -0.161 0.00
H -1.89336 1.65437 1.30301 0.140 -0.295 -0.086 0.00
Mo 0.17125 -0.43619 0.45671 -2.681 1.017 -1.283 1.63
O -0.05181 2.52215 -2.45297 0.744 1.578 -0.965 0.00
C 0.62760 2.19442 -3.66264 0.207 1.317 0.344 0.00
C 0.66785 3.64878 -3.24965 -0.317 -2.454 0.324 0.00
H 1.54212 1.62211 -3.50653 -0.181 -0.070 -0.316 0.00
H -0.01902 1.93539 -4.51015 0.361 -0.036 0.303 0.00
H 1.58779 3.99799 -2.75726 -0.587 -0.180 -0.136 0.00
H 1.26716 6.22209 -3.80740 -0.242 0.080 -0.167 0.00
C 0.29485 5.94059 -4.21527 -0.064 -1.103 0.266 0.00
C -0.17362 4.62426 -3.95881 -0.933 1.123 -0.564 0.00
C -1.44127 4.25866 -4.46529 0.489 0.080 0.096 0.00
H -1.83285 3.25800 -4.25815 0.086 0.382 -0.069 0.00
C -2.18398 5.15181 -5.23535 0.109 0.122 0.029 0.00
H -3.15397 4.84167 -5.63325 0.341 0.141 0.162 0.00
C -1.68806 6.43175 -5.51336 0.376 -0.299 0.362 0.00
H -2.26338 7.12034 -6.12055 0.039 -0.064 0.034 0.00
C -0.44532 6.82285 -4.99739 -0.204 -0.150 -0.067 0.00
H -0.04156 7.81366 -5.21542 -0.192 -0.302 0.099 0.00
B 0.38954 -3.94969 3.33212 0.194 -0.532 0.498 0.03
C 0.33347 -2.82175 2.33008 -0.128 0.756 -0.645 0.10
N 0.29841 -1.92950 1.56215 0.504 -3.700 2.779 0.05
H -0.00865 -4.96040 2.79250 0.003 0.164 -0.035 0.02
H -0.28862 -3.64416 4.29337 0.027 0.078 -0.212 0.02
H 1.56621 -4.02827 3.62543 -0.079 0.001 -0.030 0.00
```
Positions in Å, forces in eV/Å.

Computed properties:
Charge: +1
Spin multiplicity: 3
Gap between HOMO and LUMO (alpha / beta) in eV: 7.498 / 6.153
Energy in hartree: -959.29148

Record 4
C19H21BrFN2O9Ti | ωB97M-V/def2-TZVPD

Geometry as XYZ:
```
54
Properties=species:S:1:pos:R:3:forces:R:3:lowdin_spin:R:1
Ti 0.65952 -0.26012 -0.35145 0.009 -0.013 0.151 0.90
C 2.21920 2.44583 -0.97122 -0.005 0.002 0.000 0.00
O 1.42693 1.83484 0.04973 -0.008 -0.024 -0.001 0.00
C 0.42031 2.70475 0.54789 0.009 0.017 0.020 0.00
C -0.34124 1.96021 1.61744 -0.011 0.001 -0.011 0.00
O -1.01405 0.81375 1.08548 -0.028 -0.005 -0.001 0.01
C -2.35747 1.09272 0.67848 0.020 -0.003 -0.008 0.00
C -3.09244 -0.20226 0.46818 -0.009 -0.009 0.003 0.00
O -2.57512 -0.81950 -0.67943 0.004 -0.001 0.006 0.00
C -3.06853 -2.12432 -0.88598 -0.001 -0.008 0.002 0.00
H 2.71930 3.32503 -0.55957 0.000 0.002 0.000 0.00
H 1.58552 2.73227 -1.81350 0.001 0.001 0.002 0.00
H 2.94317 1.70416 -1.29059 0.001 0.005 0.002 0.00
H -0.23533 3.01528 -0.27196 -0.004 -0.003 0.002 0.00
H 0.89029 3.59243 0.98492 -0.003 0.002 -0.004 0.00
H -1.06536 2.62627 2.09249 0.000 0.000 0.003 0.00
H 0.35320 1.59079 2.36885 0.003 -0.001 -0.001 0.00
H -2.35498 1.67473 -0.24714 -0.002 0.004 0.004 0.00
H -2.85120 1.66359 1.47014 -0.008 -0.001 0.001 0.00
H -4.16541 0.00724 0.35599 0.000 0.001 0.000 0.00
H -2.96295 -0.84855 1.34770 0.005 0.005 0.004 0.00
H -2.89604 -2.75327 -0.00495 0.007 0.001 -0.001 0.00
H -2.52407 -2.54043 -1.72984 0.002 0.002 -0.001 0.00
H -4.14245 -2.10998 -1.10281 0.001 0.003 -0.004 0.00
O -0.03838 -2.16749 0.15956 -0.089 -0.057 0.038 0.00
C 0.00290 -2.85163 1.18596 0.046 0.023 0.072 0.02
C 0.62420 -2.47255 2.41344 -0.035 -0.025 -0.059 0.00
C 0.56072 -3.35052 3.50316 0.016 0.020 0.012 0.00
C 1.16800 -3.00599 4.67750 0.005 0.024 -0.018 0.00
C 1.86639 -1.79215 4.80508 0.003 -0.015 0.026 0.01
C 1.94285 -0.93023 3.75016 0.008 0.035 -0.036 0.00
C 1.31895 -1.23237 2.50626 0.028 -0.034 0.072 0.01
O 1.40014 -0.41031 1.52943 -0.036 0.004 -0.101 -0.01
N 1.09724 -3.91553 5.81775 -0.015 -0.010 -0.015 0.00
O 1.65451 -3.57770 6.84438 0.005 0.003 0.009 0.00
O 0.48377 -4.95665 5.67629 0.001 -0.002 0.005 0.00
H -0.47164 -3.84294 1.16095 -0.013 0.006 -0.041 0.00
H 0.03762 -4.29434 3.42080 0.002 -0.002 0.008 0.00
H 2.34055 -1.56464 5.74908 -0.001 0.002 0.000 0.00
H 2.48898 0.00057 3.82447 -0.002 -0.001 0.010 0.00
F 2.22518 -0.47260 -1.27120 0.113 -0.003 -0.084 0.04
Br -3.60143 3.36968 -5.42780 -0.003 0.000 -0.003 0.00
C -2.84396 1.68531 -5.02707 0.000 0.009 0.011 0.00
C -3.10846 0.59816 -5.84792 0.021 -0.007 -0.021 0.00
N -2.60486 -0.61079 -5.62161 -0.001 0.012 0.007 0.00
C -1.82098 -0.76818 -4.55922 -0.010 -0.015 0.006 0.00
C -1.51056 0.26409 -3.68292 0.005 -0.014 0.003 0.00
C -2.03250 1.52581 -3.92220 -0.003 -0.005 -0.003 0.00
C -0.65876 0.00713 -2.48961 -0.014 0.000 -0.049 0.00
O -0.21042 -1.12450 -2.24419 -0.022 0.060 -0.014 0.00
O -0.40106 0.97456 -1.69087 0.011 0.003 -0.013 0.00
H -3.74427 0.71205 -6.71800 -0.007 0.002 0.007 0.00
H -1.41512 -1.75691 -4.38381 0.007 0.005 0.000 0.00
H -1.80402 2.34649 -3.25670 0.000 0.003 0.001 0.00
```
Positions in Å, forces in eV/Å.

Computed properties:
Charge: 0
Spin multiplicity: 2
Gap between HOMO and LUMO (alpha / beta) in eV: 7.312 / 8.479
Energy in hartree: -5046.71239
Energy above the lowest of the compared OMol25 structures with the same formula, charge and spin in eV: 0.065